# C23H32N10OPrS2

C23H32N10OPrS2 as an isolated structure (the ωB97M-V functional and the def2-TZVPD basis, OMol25).

Geometry as XYZ:
```
69
Properties=species:S:1:pos:R:3
Pr -1.128 -0.740 1.430
S -2.263 -0.758 3.831
C -2.688 -2.403 3.376
S -2.685 -2.883 1.679
C -3.008 -3.320 4.329
C -3.002 -2.976 5.725
N -2.992 -2.713 6.843
C -3.338 -4.671 3.968
N -3.585 -5.755 3.676
C 3.157 2.057 -4.177
C 1.797 2.705 -4.387
N 0.747 2.107 -3.552
C 0.233 2.893 -2.436
C 1.210 3.022 -1.275
C 0.231 0.927 -3.970
O 0.549 0.387 -5.014
C -0.782 0.229 -3.098
C -2.013 -0.141 -3.630
C -2.899 -0.866 -2.852
C -2.514 -1.229 -1.574
N -1.323 -0.894 -1.060
C -0.478 -0.182 -1.818
H 3.900 2.538 -4.814
H 3.117 1.001 -4.443
H 3.488 2.150 -3.141
H 1.497 2.609 -5.429
H 1.828 3.767 -4.142
H -0.708 2.459 -2.102
H -0.010 3.888 -2.817
H 1.495 2.041 -0.886
H 0.764 3.605 -0.467
H 2.124 3.533 -1.581
H -2.257 0.135 -4.649
H -3.867 -1.162 -3.229
H -3.168 -1.810 -0.935
H 0.488 0.051 -1.379
C 2.883 -3.703 0.371
N 2.085 -2.873 1.271
C 0.792 -3.426 1.635
C 2.352 -1.565 1.479
N 1.358 -0.706 1.672
N 3.652 -1.181 1.469
C 4.706 -2.022 2.037
C 3.996 0.225 1.338
H 2.235 -4.098 -0.413
H 3.335 -4.544 0.898
H 3.664 -3.113 -0.098
H 0.904 -4.495 1.808
H 0.044 -3.320 0.846
H 0.432 -2.987 2.565
H 1.728 0.153 2.067
H 4.292 -2.955 2.402
H 5.162 -1.502 2.880
H 5.480 -2.236 1.299
H 3.970 0.747 2.301
H 3.322 0.718 0.639
H 5.007 0.299 0.942
N -3.298 4.851 1.470
C -3.492 3.522 1.301
C -2.416 2.627 1.151
N -2.632 1.335 0.973
C -3.892 0.890 0.953
C -4.939 1.778 1.105
N -4.748 3.081 1.270
H -2.385 5.242 1.607
H -4.103 5.430 1.634
H -1.390 2.978 1.173
H -4.062 -0.176 0.854
H -5.963 1.426 1.099
```

**Charge**: +1
**<S²>**: 2.00
**Multiplicity**: 3
**LUMO level (spin up / spin down)**: -0.1219 / -0.1206 Eh
**Orbital gap (spin up / spin down)**: 0.2602 / 0.2618 hartree
**Electronic energy**: -2831.709571 Ha
**Molar mass**: 669.62 g mol⁻¹

Computed Mulliken charges, given in elementary charges:
1. Pr 0.477
2. S -0.415
3. C 0.891
4. S -0.405
5. C 0.513
6. C -0.156
7. N -0.429
8. C -0.149
9. N -0.444
10. C -1.043
11. C -0.813
12. N 0.238
13. C -0.953
14. C -0.567
15. C 0.420
16. O -0.608
17. C -0.085
18. C -0.555
19. C -1.074
20. C -0.079
21. N -0.024
22. C -0.041
23. H 0.388
24. H 0.317
25. H 0.237
26. H 0.435
27. H 0.413
28. H 0.533
29. H 0.334
30. H -0.213
31. H 0.421
32. H 0.415
33. H 0.535
34. H 0.471
35. H 0.474
36. H 0.695
37. C -1.211
38. N 0.238
39. C -1.298
40. C 0.675
41. N -0.336
42. N 0.133
43. C -1.186
44. C -1.142
45. H 0.406
46. H 0.346
47. H 0.395
48. H 0.442
49. H 0.343
50. H 0.418
51. H 0.165
52. H 0.376
53. H 0.414
54. H 0.350
55. H 0.379
56. H 0.257
57. H 0.368
58. N -0.412
59. C 0.410
60. C -0.253
61. N 0.207
62. C -0.102
63. C -0.487
64. N -0.565
65. H 0.190
66. H 0.252
67. H 0.293
68. H 0.388
69. H 0.389